Entry 1:
Density functional theory data (ωB97M-V with the def2-TZVPD basis set) for a cluster of 9 separate species, C50H53ClO5P2 in total.

Kohn-Sham gap (eV): 9.30
HOMO level (eV): -8.99
LUMO (Eh): 0.0113
Charge: 0

```
111
C50H53ClO5P2, DFT ωB97M-V with the def2-TZVPD basis set
C 0.40 0.47 4.14
H -2.53 -4.83 -4.50
H 0.27 -1.26 5.40
C -1.16 1.88 0.87
H 1.31 -0.13 7.34
H 2.78 -3.62 -2.01
H 0.11 3.59 1.07
C 0.12 2.82 -0.93
C -1.08 -3.54 -5.42
H 1.28 5.53 -0.09
C -0.37 1.84 -1.79
C 5.52 3.94 -3.88
H 2.01 2.23 7.17
H 4.36 -2.35 -3.43
H 3.00 1.30 -1.66
C -2.11 -9.68 -1.61
C -1.54 -3.58 -3.06
H -1.62 0.11 -1.99
P -3.58 -3.89 0.54
H 3.34 4.19 -0.39
C 2.96 0.23 -1.74
H -2.08 -3.98 -2.21
O -4.62 -4.44 3.56
C 0.80 1.79 4.04
C 2.01 -1.87 -1.03
O -2.09 -4.12 3.77
H -3.90 4.15 3.84
C 3.72 -1.83 -2.73
C 5.47 4.37 -5.20
O -3.12 -5.11 1.61
H 4.48 0.12 -3.26
H 4.44 3.05 -2.26
C -1.43 6.82 2.53
C 4.69 7.29 -0.48
H -5.46 -4.87 5.43
H -2.70 -6.42 -0.94
H -2.41 -7.26 1.37
H -1.48 1.89 1.91
H -2.03 -10.37 -2.45
H 1.32 -2.42 -0.41
C 4.28 4.27 -5.91
C 0.13 -2.08 -3.94
H 5.64 7.79 -0.59
C 3.39 5.27 -0.36
C -5.46 -5.18 4.39
C -1.79 -4.06 -4.34
H -1.44 7.58 4.54
C -1.93 -10.15 -0.31
C 4.40 3.39 -3.28
H 4.24 4.61 -6.94
H 3.58 9.12 -0.28
C -3.21 4.90 3.47
H -2.58 -6.44 4.53
H -2.51 -7.98 -2.84
C 4.62 5.91 -0.50
H 0.67 2.33 3.11
H 5.52 5.32 -0.63
H -6.67 -6.00 2.88
H -1.91 -9.64 1.77
H -0.05 1.83 -2.83
H 6.45 4.02 -3.32
C -1.83 6.83 3.87
H -1.71 -11.20 -0.14
C -2.38 -8.34 -1.83
C 2.83 -2.54 -1.93
H -1.28 -3.91 -6.42
H -3.02 5.88 5.37
C 1.56 1.74 6.32
H 0.88 -1.32 -3.78
H -3.20 4.13 1.47
H -0.05 -0.03 3.29
H -0.38 -2.23 -1.86
C -2.49 -7.47 -0.76
C -6.31 -6.08 3.90
C 1.38 2.43 5.13
H 0.43 -2.16 -6.06
C 3.53 8.04 -0.31
H -5.46 -4.72 0.02
C 3.21 3.29 -4.00
C -1.93 5.85 1.67
H 1.69 3.46 5.05
H 2.23 3.66 -5.87
C 3.78 -0.44 -2.64
C -1.25 0.88 -1.32
P -3.15 -4.95 3.20
C -1.65 0.90 0.01
C -0.27 2.83 0.40
C 2.24 6.02 -0.20
H 2.33 2.87 -3.53
C 2.08 -0.49 -0.94
C 2.30 7.41 -0.16
H -6.64 -6.90 4.53
C -2.72 5.87 4.33
C -2.82 4.89 2.14
C 0.58 -0.23 5.33
O -5.20 -3.98 0.59
H 1.40 7.99 -0.03
H 6.35 4.79 -5.67
C -0.12 -2.56 -5.22
C -2.04 -9.28 0.76
H -1.63 5.84 0.63
Cl -3.30 -2.10 1.47
O -3.01 -6.47 3.66
H 0.81 3.57 -1.30
C -0.58 -2.60 -2.86
H 1.44 0.05 -0.25
H -0.74 7.56 2.17
C 3.15 3.73 -5.31
H -2.33 0.14 0.37
C -2.32 -7.94 0.54
C 1.16 0.41 6.42
```

Atom charges from the Mulliken analysis, given in e for atoms 1 to 8: atom 1 (C): -0.5397, atom 2 (H): 0.3933, atom 3 (H): 0.4599, atom 4 (C): -0.5750, atom 5 (H): 0.3614, atom 6 (H): 0.3683, atom 7 (H): 0.5400, atom 8 (C): -0.5943

Entry 2:
Density functional theory data (ωB97M-V with the def2-TZVPD basis set) for a structure of composition C18H32N4O2SeZr.

Kohn-Sham gap (eV): 6.51
HOMO level (eV): -13.39
LUMO (Eh): -0.2528
Charge: +2

```
58
C18H32N4O2SeZr, DFT ωB97M-V with the def2-TZVPD basis set
O -1.97 2.12 0.66
N -1.65 -1.83 1.51
C -4.10 -0.38 -0.25
C 4.37 1.04 -1.37
H -4.45 -1.41 -0.21
H 1.34 -2.63 -1.38
H -1.74 -3.76 0.61
H 0.58 -1.54 -2.60
C -0.77 2.44 0.39
C 3.43 0.74 -0.39
H -3.72 0.96 1.22
H 5.34 0.15 -4.51
C -3.10 -0.22 -1.42
H -2.46 -2.74 -1.68
Zr -1.12 0.22 0.72
H -3.24 -2.87 0.58
H 1.01 3.39 1.07
C -0.05 3.37 1.31
C 3.51 1.49 0.90
H 1.90 -2.62 -3.05
H 6.46 0.42 -3.17
H -4.97 0.25 -0.46
H 4.49 1.34 1.35
Se 1.20 -0.86 0.70
O -0.17 1.67 -0.42
C 2.49 -0.26 -0.68
H 3.45 -1.08 -3.80
H -4.13 -0.20 3.03
H -2.05 -1.16 3.45
C -0.32 2.80 2.73
H 5.12 1.79 -1.15
C 2.50 -0.92 -1.91
N -0.25 1.31 2.73
H 3.39 2.55 0.72
H -1.12 -0.55 -1.81
C -2.16 -2.76 0.47
C -1.79 -2.28 -0.95
H 0.40 3.23 3.42
C 4.42 0.39 -2.59
H 0.75 1.06 2.63
H 2.76 1.15 1.62
N -3.46 -0.01 1.03
H 5.52 1.76 -3.81
H -0.78 -2.25 1.87
H -0.45 4.38 1.25
H -2.95 0.85 -1.64
H -2.91 -2.64 3.02
C -2.58 -1.67 2.64
N -1.80 -0.81 -1.08
H -0.77 -2.62 -1.17
H -3.53 -0.70 -2.31
C -3.81 -0.83 2.19
H -0.50 1.01 3.68
C 3.45 -0.57 -2.85
H -1.33 3.09 3.05
C 1.51 -2.00 -2.25
H -4.66 -1.49 1.96
C 5.49 0.70 -3.58
```

Atom charges from the Mulliken analysis, given in e for atoms 1 to 8: atom 1 (O): -0.4414, atom 2 (N): -0.2143, atom 3 (C): -0.8855, atom 4 (C): -0.7262, atom 5 (H): 0.2861, atom 6 (H): 0.3569, atom 7 (H): 0.5880, atom 8 (H): 0.2153

Entry 3:
Density functional theory data (ωB97M-V with the def2-TZVPD basis set) for an isolated molecule of C2H2Cl2N2.

Kohn-Sham gap (eV): 9.79
HOMO level (eV): -10.23
LUMO (Eh): -0.0160
Charge: 0
Relative energy (zero: lowest compared OMol25 entry of this formula, charge and spin) (kJ/mol): 191.8

```
8
C2H2Cl2N2, DFT ωB97M-V with the def2-TZVPD basis set
N -1.88 0.18 -0.56
H 0.49 -0.42 -0.05
C -0.25 0.29 0.27
C 0.13 1.66 -0.03
N 0.36 2.75 -0.24
Cl -2.37 -1.36 -0.06
Cl -2.85 1.37 0.23
H -0.29 0.03 1.25
```

Taken from the Mulliken analysis, the atomic charges in e are: atom 1 (N): -0.1762, atom 2 (H): 0.3564, atom 3 (C): -0.4608, atom 4 (C): 0.3174, atom 5 (N): -0.3128, atom 6 (Cl): -0.0541, atom 7 (Cl): -0.0201, atom 8 (H): 0.3502

Entry 4:
Density functional theory data (ωB97M-V with the def2-TZVPD basis set) for a structure of composition C31H26Cl2N7O5Pt.

Kohn-Sham gap (spin up / spin down) (eV): 6.61 / 5.91
HOMO level (spin up / spin down) (eV): -10.07 / -11.52
LUMO (spin up / spin down) (Eh): -0.1271 / -0.2063
Charge: +1
2S+1: 5
Relative energy (zero: lowest compared OMol25 entry of this formula, charge and spin) (kJ/mol): 0.0

```
72
C31H26Cl2N7O5Pt, DFT ωB97M-V with the def2-TZVPD basis set
C -1.73 -0.92 4.54
C 0.23 3.87 -2.38
C -2.04 1.24 -0.58
C -1.64 -2.72 -1.21
C 2.23 -2.28 1.64
C -0.13 0.03 3.08
N -0.06 -1.16 -1.87
C 2.37 -4.65 0.22
H -0.61 3.35 3.38
O 0.36 -0.19 -3.97
H -0.51 4.42 -2.96
H -1.40 5.33 1.22
C -2.84 -4.20 -2.70
C -1.33 -2.41 -3.60
C -1.96 3.70 -0.51
C 0.66 -0.44 -2.78
H -3.02 -4.21 -0.54
C -2.60 -3.76 -1.41
C -0.82 0.12 4.29
H -0.66 0.98 4.91
N -0.76 1.21 -0.09
C 1.61 -3.57 -0.23
C 2.91 -3.34 2.16
H 1.30 4.45 -0.48
C 3.83 1.52 -2.05
C 0.31 4.39 -0.90
C -2.08 -3.59 -3.80
C -1.65 -2.76 1.20
C -1.43 -1.80 2.33
H 3.56 -5.33 1.96
N -0.52 -0.78 2.12
H -3.60 2.58 -0.96
C -1.31 3.67 2.57
H 4.63 1.87 -0.10
N -1.22 -2.24 -0.03
N -2.67 2.50 -0.54
Cl -4.03 -5.40 -2.91
C 2.83 0.56 -0.10
O -2.47 4.77 -0.81
C 2.95 -4.54 1.47
H 0.21 4.89 1.79
C -1.10 -2.00 -2.28
O -2.26 -3.80 1.44
Pt 0.16 -0.75 0.06
H -2.26 -0.95 5.47
C 3.85 1.39 -0.67
Cl -1.96 -4.26 -5.39
C 1.86 0.18 -2.20
H 4.54 2.19 -2.48
C -2.06 -1.88 3.58
C 2.83 0.92 -2.83
H -1.89 2.77 2.30
H 1.26 -3.52 -1.26
H 3.44 -3.26 3.12
H 2.49 -5.58 -0.38
O -2.59 0.26 -1.05
H 0.60 0.80 2.85
C -0.57 3.63 0.11
H -0.10 5.42 -0.88
H 2.90 1.09 -3.87
H -2.82 -2.61 3.84
N 1.49 -2.39 0.50
H -0.79 -1.88 -4.39
H 2.35 -1.28 2.06
C -0.72 4.47 1.39
C -0.13 2.22 0.43
N 1.84 0.08 -0.84
H 0.01 2.79 -2.33
H 1.17 4.10 -2.88
H 2.82 0.43 0.98
O 0.87 2.01 1.18
H -2.09 4.22 3.05
```

Atom charges from the Mulliken analysis, given in e for atoms 1 to 8: atom 1 (C): -0.4484, atom 2 (C): -1.0430, atom 3 (C): -0.0836, atom 4 (C): 0.6654, atom 5 (C): 0.3835, atom 6 (C): 0.0712, atom 7 (N): 0.6118, atom 8 (C): -0.9901

Entry 5:
Density functional theory data (ωB97M-V with the def2-TZVPD basis set) for a structure of composition C13H23BN6SiV.

Kohn-Sham gap (spin up / spin down) (eV): 4.10 / 2.84
HOMO level (spin up / spin down) (eV): -13.85 / -13.80
LUMO (spin up / spin down) (Eh): -0.3584 / -0.4026
Charge: +2
2S+1: 4

```
45
C13H23BN6SiV, DFT ωB97M-V with the def2-TZVPD basis set
H 3.77 1.34 -1.02
H 2.75 0.52 -2.23
C -2.79 3.21 0.69
C 1.69 -2.04 -0.70
C -1.39 3.06 0.71
H 1.65 3.08 3.09
N -1.05 1.79 0.37
H 4.24 -0.27 -1.64
H 2.48 -2.73 -1.00
N -0.68 -0.23 -2.37
B -2.44 -0.28 -0.54
C -0.47 -0.37 -3.66
H -1.63 -3.43 2.83
C 3.39 0.36 -1.35
H 0.35 -1.62 3.02
C -2.22 -2.22 1.09
H -3.67 -1.03 -3.16
H -4.32 1.71 0.00
H -0.64 3.76 1.05
H -3.59 -0.64 -0.61
C -1.45 -2.61 2.17
H 4.38 -1.48 1.02
H 2.94 1.91 2.93
H 1.27 1.36 2.74
H -3.14 -2.62 0.66
C -3.29 2.02 0.20
H 0.54 -0.21 -4.04
H 3.03 -1.43 2.18
H 1.04 -2.55 0.02
N -2.27 1.18 -0.04
C 3.57 -0.85 1.42
Si 2.35 -0.42 0.04
H -1.86 -0.87 -5.29
H -3.39 4.06 1.04
N -0.54 -0.73 1.32
C 1.98 2.21 2.49
V 0.63 1.05 1.45
C -1.71 -0.72 -4.24
N -1.96 -0.46 -2.04
C -0.41 -1.67 2.28
H 1.06 -1.83 -1.58
N -1.69 -1.10 0.57
H 4.01 0.03 1.91
C -2.62 -0.79 -3.19
H 2.12 2.55 1.43
```

Atom charges from the Mulliken analysis, given in e for atoms 1 to 8: atom 1 (H): 0.3741, atom 2 (H): 0.2709, atom 3 (C): -1.0021, atom 4 (C): -0.8566, atom 5 (C): -0.0606, atom 6 (H): 0.4547, atom 7 (N): -0.2589, atom 8 (H): 0.3731

Entry 6:
Density functional theory data (ωB97M-V with the def2-TZVPD basis set) for an isolated molecule of C3H3N3O2.

Kohn-Sham gap (eV): 8.61
HOMO level (eV): -9.53
LUMO (Eh): -0.0337
Charge: 0
Relative energy (zero: lowest compared OMol25 entry of this formula, charge and spin) (kJ/mol): 260.4

```
11
C3H3N3O2, DFT ωB97M-V with the def2-TZVPD basis set
N -0.20 -0.97 1.25
H 3.10 0.88 -0.66
N 1.61 -0.18 0.09
H -2.25 -1.67 1.30
O -2.72 0.36 -0.68
N 2.14 0.60 -0.95
C -1.71 0.03 -0.14
C 0.41 -0.11 0.33
H 1.53 1.43 -1.10
O -0.48 0.65 -0.34
C -1.44 -1.02 0.90
```

Atom charges from the Mulliken analysis, given in e for atoms 1 to 8: atom 1 (N): -0.4500, atom 2 (H): 0.2755, atom 3 (N): -0.2442, atom 4 (H): 0.3563, atom 5 (O): -0.4892, atom 6 (N): -0.4602, atom 7 (C): 0.5650, atom 8 (C): 0.5540

Entry 7:
Density functional theory data (ωB97M-V with the def2-TZVPD basis set) for an isolated molecule of C6H5N3.

Kohn-Sham gap (eV): 7.95
HOMO level (eV): -8.76
LUMO (Eh): -0.0299
Charge: 0
Relative energy (zero: lowest compared OMol25 entry of this formula, charge and spin) (kJ/mol): 177.4

```
14
C6H5N3, DFT ωB97M-V with the def2-TZVPD basis set
H 1.13 -2.40 -2.06
H 2.28 -1.24 -1.15
C -0.84 1.54 1.39
N -1.90 -0.32 -0.14
C 0.55 1.74 1.45
H -1.63 -1.92 -1.52
N 1.28 0.92 0.65
N 0.33 0.18 0.12
C 1.25 -1.54 -1.41
H 1.07 2.51 2.02
C -1.18 -1.14 -0.90
C 0.27 -0.91 -0.81
H -1.62 2.10 1.89
C -0.97 0.48 0.47
```

Atom charges from the Mulliken analysis, given in e for atoms 1 to 8: atom 1 (H): 0.3064, atom 2 (H): 0.2956, atom 3 (C): -0.7253, atom 4 (N): -0.6266, atom 5 (C): -0.2093, atom 6 (H): 0.3972, atom 7 (N): -1.2164, atom 8 (N): 0.8927

Entry 8:
Density functional theory data (ωB97M-V with the def2-TZVPD basis set) for a cluster of 2 separate species, C5H12NO in total.

Kohn-Sham gap (eV): 10.16
HOMO level (eV): -13.75
LUMO (Eh): -0.1320
Charge: +1
Relative energy (zero: lowest compared OMol25 entry of this formula, charge and spin) (kJ/mol): 172.0

```
19
C5H12NO, DFT ωB97M-V with the def2-TZVPD basis set
C 0.35 2.46 0.13
H -3.67 -0.91 0.05
H 1.04 -1.96 1.21
H 2.34 -0.76 1.53
H 2.60 -2.38 -0.58
H -2.79 -0.57 -1.35
C 2.03 -1.50 -0.65
H 0.81 3.45 0.01
H -3.85 0.57 -0.80
H 2.30 -0.67 -1.16
C 1.44 -1.05 0.84
H 1.13 -1.89 -1.04
C 0.39 0.14 0.60
C 0.96 1.45 0.74
H -2.43 0.01 0.04
H -0.55 2.42 -0.38
O -0.77 -0.13 0.41
H 1.94 1.54 1.00
N -3.26 -0.23 -0.61
```

Atom charges from the Mulliken analysis, given in e for atoms 1 to 8: atom 1 (C): -0.7040, atom 2 (H): 0.4078, atom 3 (H): 0.3745, atom 4 (H): 0.3054, atom 5 (H): 0.3849, atom 6 (H): 0.3040, atom 7 (C): -1.1446, atom 8 (H): 0.2606

Question: charge of number 8 (C5H12NO)?
Answer: +1

Question: Which value of charge does entry 5 give?
Answer: +2